# 1
Computed, not measured: a molecular structure, C17H54BrN17O14SSi2, with ωB97M-V/def2-TZVPD.

Cartesian coordinates (Å):
O -11.517 -0.821 7.618
H -1.566 1.059 8.009
H 1.048 -0.932 -0.216
N -2.163 -3.417 2.208
O -1.404 -1.287 2.411
H 4.572 -7.351 0.133
H -1.412 -3.626 1.582
H 0.313 1.343 -1.367
H -1.800 -0.647 -1.326
H -9.540 -0.094 8.223
H 4.333 -3.549 -2.504
O -2.457 1.089 -3.183
H 1.797 2.500 -4.821
O 9.820 -2.280 0.770
O -3.419 0.169 5.590
H -4.934 1.563 7.025
H 5.541 1.460 -3.204
H 9.223 -0.258 -0.541
N 6.299 -3.133 -0.997
C 0.676 3.975 -3.716
C -1.544 3.779 -2.429
O -7.045 1.288 6.814
O 4.036 3.388 -3.984
Br -5.540 2.063 -3.013
C 6.545 5.384 -6.781
N 11.239 -2.734 -0.942
H -2.431 4.408 -2.409
H 2.267 1.421 -2.395
H -3.744 1.903 8.231
S 1.011 -1.140 -2.513
O 0.101 -0.708 -3.527
H 11.533 -3.572 -0.479
N 3.815 -6.708 0.257
O -4.151 0.028 -4.955
H -1.183 0.087 6.632
H -4.955 -0.364 -4.617
H -3.338 -0.973 3.971
H 5.419 3.651 -6.456
C -0.949 -0.325 -0.732
H 10.288 -0.567 -1.866
C 3.682 -5.712 -0.668
H 11.640 -2.499 -1.828
N 2.644 -4.851 -0.461
H -10.208 -0.463 5.527
C 5.420 -2.163 -1.377
N -11.184 -0.649 5.379
H 5.837 5.222 -4.819
H 0.580 1.831 -3.759
H 4.970 1.872 -1.605
H -1.232 4.717 -4.348
H -0.857 4.119 -1.654
H -11.538 -0.657 4.442
N -1.851 0.621 7.155
C -7.855 0.426 7.118
O 2.263 -0.436 -2.413
N 2.375 2.331 -2.821
H -8.448 -1.565 6.817
O 5.506 -0.999 -1.014
H 6.216 -4.091 -1.289
H 3.730 -1.915 -2.493
H 6.050 3.878 -8.054
H 4.195 0.550 -2.464
N -3.254 -1.899 3.569
C -11.968 -0.843 6.482
O 7.185 6.045 -7.583
H -3.925 -2.596 3.823
H 1.062 4.630 -4.492
H 2.014 -4.925 0.313
C -2.228 -2.139 2.716
N 5.948 4.198 -7.112
C 0.262 -1.224 -0.906
O 1.329 -2.688 -2.752
H -2.821 -4.136 2.438
N 9.919 -0.836 -0.975
H -1.227 -0.484 0.308
H -13.890 -1.200 7.026
H 0.969 4.413 -2.765
Si -3.739 1.394 -4.153
H -13.688 -1.076 5.314
C -0.666 1.184 -0.918
C 1.352 2.594 -3.832
N -8.867 0.622 7.999
C 3.691 2.506 -3.195
C -3.116 0.718 6.641
H 2.537 -4.090 -1.106
H -3.150 2.162 -0.900
N 6.365 5.764 -5.482
H -1.086 2.958 -4.381
H 1.424 -2.791 -3.708
N 4.414 -2.592 -2.203
O 4.453 -5.603 -1.612
H 7.052 -2.861 -0.390
H -0.638 1.676 0.054
C 4.653 1.523 -2.585
N -13.293 -1.058 6.234
H -8.946 1.524 8.427
H -7.071 -1.020 5.916
N -3.993 1.457 7.370
C 10.297 -1.967 -0.307
H -0.026 -2.258 -0.741
H 3.204 -6.818 1.043
N -7.810 -0.833 6.568
C -0.848 3.854 -3.811
Si -2.040 2.054 -1.871
H 6.782 6.627 -5.193
H -3.344 2.394 -5.146

Orbital gap, eV: 9.07
HOMO level, eV: -9.09
Net charge: 0

Löwdin atomic charge list, values in e, 99 entries:
1 O 0.007
2 H 0.091
3 H 0.123
4 N 0.142
5 O 0.010
6 H 0.105
7 H 0.085
8 H 0.053
9 H 0.101
10 H 0.067
11 H 0.069
12 O -0.340
13 H 0.122
14 O 0.015
15 O 0.005
16 H 0.066
17 H 0.088
18 H 0.105
19 N 0.170
20 C -0.172
21 C -0.243
22 O 0.010
23 O 0.021
24 Br 0.379
25 C -0.692
26 N 0.143
27 H 0.070
28 H 0.058
29 H 0.096
30 S 0.633
31 O -0.242
32 H 0.098
33 N 0.157
34 O -0.183
35 H 0.103
36 H 0.033
37 H 0.063
38 H 0.080
39 C -0.260
40 H 0.091
41 C -0.659
42 H 0.088
43 N 0.171
44 H 0.076
45 C -0.663
46 N 0.162
47 H 0.077
48 H 0.090
49 H 0.095
50 H 0.103
51 H 0.074
52 H 0.096
53 N 0.150
54 C -0.672
55 O -0.309
56 N 0.058
57 H 0.092
58 O 0.017
59 H 0.075
60 H 0.044
61 H 0.096
62 H 0.031
63 N 0.165
64 C -0.667
65 O 0.009
66 H 0.093
67 H 0.107
68 H 0.095
69 C -0.668
70 N 0.149
71 C -0.210
72 O -0.163
73 H 0.087
74 N 0.153
75 H 0.082
76 H 0.105
77 H 0.106
78 Si -0.042
79 H 0.094
80 C -0.228
81 C -0.174
82 N 0.168
83 C -0.505
84 C -0.659
85 H 0.064
86 H 0.008
87 N 0.152
88 H 0.067
89 H 0.106
90 N 0.158
91 O 0.002
92 H 0.094
93 H 0.086
94 C 0.002
95 N 0.154
96 H 0.108
97 H 0.101
98 N 0.170
99 C -0.690



# 2
Computed, not measured: a gas-phase ion, C25H38FN4O2 (charge +1), with ωB97M-V/def2-TZVPD.

Cartesian coordinates (Å):
H -7.499 0.201 -1.852
C 1.938 -0.261 0.209
H 5.339 -0.056 3.540
H 1.441 5.091 -0.667
C 0.691 -0.947 -0.085
C 1.270 4.032 -0.834
H -8.122 1.597 -2.746
C 1.073 3.321 0.502
O 4.037 -0.592 -0.770
C -4.297 2.803 -1.948
C -6.073 1.613 -0.040
H -4.615 3.855 -1.970
C -2.800 0.216 -0.663
H 4.111 -3.573 -1.176
C 3.259 -0.976 0.089
H 1.686 -2.002 1.903
C -2.724 1.601 -0.483
C 3.204 -0.362 3.573
N -3.820 2.504 -0.625
C -0.348 1.362 -0.003
H 0.398 3.914 -1.473
H 2.132 3.619 -1.352
C 5.743 -4.771 -0.437
C -4.870 2.490 0.356
H -1.757 -1.653 -0.673
N -6.570 2.025 -1.378
C 4.736 -2.756 0.704
C -7.758 1.256 -1.778
C 3.222 -1.885 3.404
H 2.585 -2.336 4.167
H 4.402 1.394 3.200
C -5.480 1.919 -2.381
H 6.111 -5.135 0.526
H 4.579 0.146 1.966
N 0.871 1.894 0.321
H 4.237 -2.250 3.567
H -3.481 2.683 -2.661
C -1.499 2.150 -0.155
C -1.697 -0.585 -0.526
H -6.874 1.726 0.692
H 5.470 -2.092 0.241
H -8.551 1.373 -1.041
N 3.523 -1.988 0.929
C 4.477 -3.948 -0.218
C 4.456 0.321 3.030
H 2.905 1.581 0.532
C 1.961 1.084 0.358
C -0.463 -0.030 -0.199
H -5.180 0.873 -2.447
H -5.219 3.522 0.498
H 2.646 -3.469 2.064
H 5.122 -3.096 1.667
F -3.996 -0.351 -0.993
H -5.788 0.562 -0.094
H -1.467 3.219 -0.033
O 0.568 -2.152 -0.235
H -4.469 2.137 1.307
H 3.126 -0.131 4.638
H -5.854 2.242 -3.354
H 2.315 0.045 3.084
H 3.698 -4.582 0.211
H 6.402 -6.528 -1.508
C 2.698 -2.377 2.048
H -6.826 3.019 -1.313
H 4.733 -6.614 -0.942
C 5.489 -5.955 -1.362
H 5.141 -5.610 -2.333
H 1.963 3.455 1.120
H 6.517 -4.133 -0.868
H 0.226 3.741 1.049

Orbital gap, eV: 7.58
HOMO level, eV: -10.36
SMILES string: CCCCN(CCCC)C(=O)c1cn(CC)c2cc(N3CC[NH+](C)CC3)c(F)cc2c1=O
Net charge: +1

Löwdin analysis output, partial charges in e:
1 H 0.120
2 C -0.038
3 H 0.078
4 H 0.081
5 C -0.334
6 C -0.054
7 H 0.114
8 C -0.188
9 O 0.075
10 C -0.120
11 C -0.089
12 H 0.134
13 C -0.178
14 H 0.122
15 C -0.445
16 H 0.110
17 C -0.170
18 C -0.247
19 N -0.118
20 C -0.120
21 H 0.069
22 H 0.085
23 C -0.269
24 C -0.119
25 H 0.141
26 N -0.152
27 C -0.148
28 C 0.016
29 C -0.174
30 H 0.112
31 H 0.069
32 C -0.087
33 H 0.109
34 H 0.055
35 N -0.041
36 H 0.105
37 H 0.147
38 C 0.077
39 C 0.086
40 H 0.143
41 H 0.128
42 H 0.114
43 N -0.044
44 C -0.188
45 C -0.097
46 H 0.150
47 C 0.028
48 C -0.035
49 H 0.132
50 H 0.134
51 H 0.129
52 H 0.124
53 F 0.041
54 H 0.130
55 H 0.118
56 O 0.079
57 H 0.147
58 H 0.104
59 H 0.143
60 H 0.092
61 H 0.115
62 H 0.068
63 C -0.148
64 H 0.195
65 H 0.071
66 C -0.115
67 H 0.072
68 H 0.126
69 H 0.111
70 H 0.117



# 3
Computed, not measured: a molecular structure, C30H40I2N2O3S3SmTe2, with ωB97M-V/def2-TZVPD.

Cartesian coordinates (Å):
S 0.255 -3.701 4.186
H -4.867 0.543 0.846
O -1.109 -2.664 1.044
H 5.208 1.853 -3.816
C 5.035 4.506 -4.196
H -5.904 -0.358 1.984
H 2.024 2.562 3.266
C -0.827 -2.043 -1.971
Sm -0.183 -0.583 1.146
C 3.959 1.497 -2.109
H 1.340 1.128 3.947
C -0.879 3.666 3.819
H -1.092 3.473 4.892
H 1.286 2.631 4.883
H 2.198 3.850 0.839
S -0.582 -0.794 4.104
H -2.979 1.704 0.828
H -4.597 0.944 3.995
C 0.252 -4.273 -0.026
O -0.699 1.334 -0.347
C 0.558 -2.100 3.794
H 1.997 -1.441 -0.368
C 4.271 0.010 -2.071
N 1.172 -2.008 -0.487
C -3.540 -2.205 -2.194
H 3.369 -0.515 -1.760
H 4.494 5.426 -4.460
H -4.622 -2.272 -2.235
H 2.075 5.246 -0.281
C 4.294 3.662 -3.174
Te 2.693 0.964 0.637
H -3.216 -3.930 -3.397
C -2.752 -3.151 -2.840
Te -3.296 -0.835 2.593
N -1.587 -1.176 -1.297
C -5.008 -0.412 1.350
H 1.327 -5.825 -0.957
H 4.542 -0.339 -3.083
H -2.307 3.339 0.713
H -3.428 1.800 2.941
H 0.957 3.864 -0.441
S 1.886 -1.578 2.770
H 2.176 -3.878 -0.730
I -0.269 -8.474 -0.982
H -3.659 2.893 -0.306
C -0.088 2.508 3.241
H -5.137 -1.248 0.660
C 4.532 2.300 -3.104
C -1.815 2.010 -0.927
H -0.737 -3.829 -3.139
H 6.002 4.805 -3.785
H -1.803 3.751 3.258
C 2.900 3.465 -1.181
I -3.895 -4.193 1.142
H 1.909 -3.329 0.930
H -0.298 4.593 3.732
C 3.486 4.220 -2.200
H -1.414 2.828 -1.510
C -1.367 -3.077 -2.725
C -3.580 0.970 3.621
C -0.960 -3.852 0.568
H -2.699 -6.797 0.188
H -2.309 1.297 -1.588
C -0.657 -6.482 -0.475
C 0.389 -5.561 -0.528
C -2.017 -4.801 0.523
C -1.872 -6.107 0.078
H 0.978 -0.876 -2.148
C 1.217 2.196 3.892
C -2.912 -1.261 -1.416
C 3.172 2.089 -1.111
C -2.755 2.534 0.153
H 1.187 -2.588 -2.508
C 1.983 4.153 -0.188
H -0.129 1.982 0.094
H -2.872 0.987 4.451
H 3.279 5.296 -2.240
H 5.227 3.946 -5.097
H -3.513 -0.594 -0.792
C 1.467 -3.391 -0.055
H 5.041 -0.279 -1.341
C 0.686 -1.875 -1.840
O -0.595 1.872 2.315

⟨S²⟩: 8.763
Orbital gap (spin up / spin down), eV: 5.91 / 5.92
HOMO level (spin up / spin down), eV: -3.96 / -3.97
2S+1: 6
Net charge: -1

Löwdin analysis output, partial charges in e:
1 S 0.431
2 H -0.020
3 O -0.371
4 H 0.107
5 C -0.062
6 H 0.001
7 H 0.048
8 C -0.247
9 Sm 1.145
10 C -0.317
11 H 0.014
12 C -0.009
13 H 0.102
14 H 0.086
15 H 0.029
16 S 0.292
17 H 0.022
18 H -0.004
19 C -0.148
20 O -0.280
21 C -1.772
22 H -0.033
23 C -0.110
24 N -0.184
25 C -0.070
26 H 0.005
27 H 0.073
28 H 0.107
29 H 0.074
30 C -0.289
31 Te 0.908
32 H 0.100
33 C -0.043
34 Te 1.120
35 N 0.077
36 C -0.465
37 H 0.085
38 H 0.077
39 H 0.067
40 H -0.021
41 H 0.064
42 S 0.308
43 H 0.120
44 I 0.794
45 H 0.076
46 C -0.471
47 H -0.047
48 C -0.034
49 C -0.256
50 H 0.110
51 H 0.076
52 H 0.065
53 C -0.320
54 I 0.964
55 H 0.060
56 H 0.090
57 C -0.040
58 H 0.113
59 C -0.004
60 C -0.466
61 C -0.450
62 H 0.074
63 H 0.098
64 C -0.748
65 C -0.124
66 C -0.619
67 C -0.243
68 H 0.121
69 C -0.054
70 C -0.149
71 C -0.522
72 C -0.067
73 H 0.128
74 C -0.092
75 H 0.012
76 H -0.014
77 H 0.111
78 H 0.061
79 H 0.088
80 C -0.150
81 H 0.078
82 C -0.146
83 O -0.118



# 4
Computed, not measured: a molecular structure, C17H15N4PdSSe4Si, with ωB97M-V/def2-TZVPD.

Cartesian coordinates (Å):
H -4.183 1.201 -1.148
C 3.633 -1.267 -0.729
C 3.137 2.397 0.052
Se 1.397 -1.993 3.833
H -1.685 -2.234 -3.627
H -0.161 4.175 2.757
Si -3.053 -0.866 -2.013
C -1.407 -1.374 0.507
H 1.832 4.454 1.261
H -0.962 1.866 3.264
C -3.629 0.958 -2.051
N 1.378 -1.281 0.871
Pd -0.270 -1.479 2.133
H -4.273 1.168 -2.904
C 1.994 2.348 0.905
C 3.710 1.208 -0.490
C 1.432 1.082 1.198
S 5.042 3.054 -1.260
Se -2.205 -0.406 4.809
C -0.140 2.029 2.575
C 1.982 -0.111 0.609
H -4.316 -3.042 -1.955
N 0.390 0.949 2.043
C -2.062 -1.215 -3.614
H -2.775 1.629 -2.105
H 1.296 -3.315 0.618
N 3.792 3.494 -0.306
C 1.850 -2.407 0.373
H -1.206 -0.547 -3.689
C -2.034 -1.178 -0.515
H -2.668 -1.075 -4.508
C -4.600 -1.993 -1.981
H -5.195 -1.792 -1.092
C 2.991 -2.449 -0.423
C 1.411 3.482 1.476
Se 0.842 -1.638 5.939
C 3.131 -0.067 -0.221
H -5.233 -1.835 -2.853
C 0.325 3.322 2.308
N 4.780 1.441 -1.242
H 3.351 -3.395 -0.796
H 4.519 -1.243 -1.346
Se -2.159 -2.054 3.340

Orbital gap (spin up / spin down), eV: 4.22 / 4.23
HOMO level (spin up / spin down), eV: -3.04 / -3.05
Net charge: -1

Löwdin analysis output, partial charges in e:
1 H 0.020
2 C 0.008
3 C -0.301
4 Se -0.186
5 H 0.016
6 H 0.103
7 Si 0.454
8 C -0.318
9 H 0.112
10 H 0.066
11 C -0.200
12 N -0.061
13 Pd 0.201
14 H 0.014
15 C -0.091
16 C -0.301
17 C -0.130
18 S 0.973
19 Se -0.105
20 C -0.101
21 C -0.125
22 H 0.018
23 N 0.109
24 C -0.202
25 H 0.016
26 H 0.118
27 N -0.227
28 C -0.126
29 H 0.015
30 C -0.249
31 H 0.014
32 C -0.199
33 H 0.021
34 C -0.028
35 C -0.002
36 Se -0.200
37 C -0.082
38 H 0.013
39 C -0.033
40 N -0.228
41 H 0.105
42 H 0.114
43 Se -0.016



In the order shown, the computed molar mass values come out to 888.87 445.60 1232.23 757.75 g/mol.
In the order shown, the computed max |F| values come out to 1.11 1.03 1.16 1.70 eV/A.